C62H160N12O19 | ωB97M-V/def2-TZVPD

Geometry (Å):
C (-0.0977, -3.1612, 2.0598)
O (-0.4105, -4.4811, 2.5863)
C (0.7615, -5.2498, 3.0390)
C (0.2501, -6.5569, 3.4891)
C (-0.5106, -6.5302, 4.7948)
N (1.3305, -7.5439, 3.5641)
H (-0.9700, -2.6051, 1.7674)
H (0.6083, -3.2948, 1.2539)
H (0.3927, -2.5194, 2.8007)
H (1.3564, -5.3831, 2.1088)
H (1.3747, -4.6355, 3.7599)
H (-0.3961, -6.9311, 2.7046)
H (-1.2175, -5.6728, 4.8819)
H (0.1477, -6.4299, 5.6437)
H (-1.0598, -7.4511, 4.9195)
H (1.8897, -7.3282, 2.7450)
H (1.8942, -7.3846, 4.3609)
C (5.9938, -4.2309, 2.0924)
O (5.8467, -2.9757, 1.5052)
C (4.4607, -2.7936, 1.1278)
C (4.3276, -1.2963, 0.8874)
C (4.3390, -0.5541, 2.1803)
N (3.1522, -1.0043, -0.0094)
H (5.5259, -4.9900, 1.4028)
H (5.6904, -4.3998, 3.1169)
H (7.1224, -4.4430, 2.0181)
H (4.1388, -3.3511, 0.2142)
H (3.7888, -3.0939, 1.9510)
H (5.2177, -1.0062, 0.2780)
H (3.4585, -0.7751, 2.7949)
H (4.3434, 0.4702, 1.9100)
H (5.2278, -0.8112, 2.8087)
H (2.9375, -0.0596, -0.1830)
H (2.3284, -1.4633, 0.1930)
C (-2.0642, 3.7564, -0.5904)
O (-1.7192, 3.9162, 0.8042)
C (-2.2381, 5.1548, 1.3005)
C (-1.5950, 5.4712, 2.6490)
C (-1.8035, 4.3509, 3.6857)
N (-2.1895, 6.6509, 3.2498)
H (-1.4527, 4.3783, -1.2194)
H (-3.1099, 4.0941, -0.8454)
H (-1.9443, 2.6931, -0.9036)
H (-1.8608, 5.8912, 0.5886)
H (-3.3358, 5.2487, 1.3852)
H (-0.5207, 5.5610, 2.5201)
H (-2.7481, 4.3733, 4.2171)
H (-0.9941, 4.4147, 4.3743)
H (-1.7300, 3.3988, 3.1068)
H (-2.1751, 7.5092, 2.6668)
H (-3.1948, 6.4680, 3.3971)
C (-2.8456, -0.3852, 5.0180)
O (-4.0480, -1.0772, 4.7637)
C (-4.0165, -2.3793, 5.2761)
C (-4.2186, -2.3143, 6.7770)
C (-4.0554, -3.6979, 7.3771)
N (-5.4651, -1.8399, 7.1966)
H (-2.8419, 0.2725, 5.9080)
H (-2.6506, 0.3288, 4.1915)
H (-1.9820, -1.0247, 4.9159)
H (-4.9266, -2.8125, 4.8073)
H (-3.1502, -2.9704, 4.9665)
H (-3.4005, -1.7266, 7.2459)
H (-4.7656, -4.4242, 7.1071)
H (-4.0846, -3.6226, 8.4628)
H (-3.1298, -4.2315, 7.1458)
H (-6.0890, -2.6155, 7.1742)
H (-5.8308, -1.0582, 6.6820)
C (0.5589, -0.6534, -2.3733)
O (0.6324, -0.1444, -1.0412)
C (-0.6519, 0.1212, -0.4662)
C (-0.3029, 0.6576, 0.9384)
C (-1.5004, 0.7429, 1.8853)
N (0.4219, 1.9001, 0.9002)
H (0.0605, 0.0922, -3.0445)
H (0.1121, -1.6652, -2.4759)
H (1.5885, -0.7874, -2.6255)
H (-1.2698, 0.8749, -0.9805)
H (-1.1883, -0.8586, -0.4414)
H (0.4049, -0.0977, 1.3097)
H (-2.3648, 1.2193, 1.3615)
H (-1.1658, 1.2537, 2.8509)
H (-1.8555, -0.2441, 2.1200)
H (-0.1321, 2.7807, 0.6846)
H (1.1601, 1.8154, 0.2211)
C (-3.4708, -3.3053, -1.6059)
O (-3.8513, -4.6370, -1.9243)
C (-3.5609, -5.6053, -0.8949)
C (-2.5554, -6.6716, -1.3013)
N (-1.2572, -6.2133, -1.8269)
C (-0.4993, -5.4920, -0.8788)
C (0.8487, -5.0958, -1.5172)
O (0.6646, -4.2620, -2.5911)
C (1.8681, -3.8884, -3.1612)
H (-2.3824, -3.2100, -1.3594)
H (-4.0145, -2.8864, -0.7312)
H (-3.7118, -2.7561, -2.4757)
H (-4.5041, -6.0615, -0.5332)
H (-3.2362, -4.9963, -0.0415)
H (-3.1270, -7.3249, -1.9798)
H (-2.2813, -7.2278, -0.4409)
H (-1.2413, -5.8870, -2.7827)
H (-0.2783, -6.1352, -0.0352)
H (-1.0233, -4.6280, -0.4232)
H (1.3488, -6.0267, -1.9067)
H (1.5479, -4.5804, -0.7953)
H (2.5894, -3.3124, -2.5334)
H (1.6024, -3.2046, -4.0118)
H (2.2925, -4.7760, -3.6068)
C (0.6211, -0.4565, -5.7294)
O (-0.7550, -0.6132, -5.6878)
C (-1.1771, -1.9615, -5.7750)
C (-2.5976, -2.0840, -5.2245)
N (-3.0947, -3.4324, -5.3622)
C (-4.5391, -3.4077, -5.3451)
C (-5.0216, -4.8935, -5.0301)
O (-6.4353, -4.9310, -5.2093)
C (-6.9273, -6.2698, -5.4518)
H (1.0699, -0.6888, -6.7270)
H (1.1611, -1.0135, -5.0028)
H (0.8334, 0.5615, -5.3826)
H (-0.4712, -2.5876, -5.2179)
H (-1.1295, -2.2708, -6.8585)
H (-3.1702, -1.4019, -5.8337)
H (-2.6147, -1.6397, -4.1943)
H (-2.8355, -4.0925, -4.6414)
H (-4.9592, -2.9589, -6.3224)
H (-4.9420, -2.7570, -4.5633)
H (-4.7452, -5.3414, -4.0508)
H (-4.5374, -5.5050, -5.8648)
H (-8.0154, -6.3195, -5.3137)
H (-6.5852, -6.9262, -4.6712)
H (-6.7108, -6.6054, -6.4833)
C (-5.3567, 2.0809, 4.1548)
O (-6.0903, 2.9460, 3.2854)
C (-5.5394, 3.0458, 1.9537)
C (-5.8936, 4.3602, 1.2948)
N (-5.2883, 5.4267, 2.0846)
C (-5.4948, 6.7072, 1.4655)
C (-6.9217, 7.2632, 1.5557)
O (-7.0482, 7.5613, 2.9660)
C (-8.1285, 8.4776, 3.2021)
H (-5.1724, 1.0986, 3.6218)
H (-6.0445, 1.9929, 4.9756)
H (-4.3508, 2.5140, 4.4701)
H (-5.9243, 2.1566, 1.4351)
H (-4.4758, 2.8641, 2.0943)
H (-7.0022, 4.4418, 1.2895)
H (-5.6146, 4.4422, 0.3046)
H (-5.7716, 5.4768, 2.9901)
H (-5.2376, 6.6301, 0.3782)
H (-4.8621, 7.4630, 1.9356)
H (-7.7050, 6.6422, 1.2883)
H (-7.1141, 8.1283, 0.9313)
H (-8.3770, 8.6583, 4.2595)
H (-8.9876, 7.9875, 2.7362)
H (-7.9413, 9.4353, 2.7242)
C (5.3448, -3.2164, -6.6881)
O (5.5430, -2.6285, -5.4446)
C (5.2352, -3.3437, -4.2060)
C (5.3101, -2.3268, -3.1140)
N (4.3262, -1.2101, -3.3807)
C (4.9533, -0.0516, -4.0560)
C (3.9402, 1.0815, -4.0258)
O (3.8042, 1.5089, -2.6634)
C (2.5836, 2.2994, -2.4297)
H (6.1503, -3.9080, -6.7699)
H (5.3699, -2.4910, -7.4401)
H (4.4004, -3.7340, -6.7305)
H (5.8275, -4.2379, -3.9819)
H (4.2083, -3.6576, -4.2814)
H (6.3612, -1.9841, -3.0894)
H (5.0210, -2.6948, -2.0818)
H (3.9942, -0.8577, -2.5269)
H (5.2315, -0.3282, -5.1075)
H (5.8712, 0.2456, -3.5297)
H (2.9651, 0.7217, -4.3985)
H (4.2321, 1.9523, -4.5860)
H (2.7554, 2.8980, -1.4745)
H (1.7391, 1.6758, -2.1665)
H (2.3196, 2.9747, -3.3249)
C (10.9021, 1.8288, 0.1563)
O (9.7679, 2.0347, -0.6332)
C (8.6936, 2.5832, 0.1070)
C (7.4777, 2.8062, -0.7898)
N (6.5292, 3.7551, -0.3158)
C (5.3050, 3.3233, 0.3374)
C (4.2856, 4.4281, 0.1371)
O (3.0334, 4.1792, 0.7473)
C (2.1978, 5.3014, 0.8696)
H (10.8197, 0.9895, 0.8855)
H (11.0804, 2.7759, 0.6474)
H (11.8043, 1.6068, -0.4545)
H (9.0143, 3.5711, 0.4095)
H (8.3274, 1.9178, 0.9426)
H (6.9975, 1.8650, -1.0183)
H (7.7899, 3.2567, -1.7686)
H (6.9175, 4.6006, 0.1158)
H (5.3601, 3.1013, 1.4481)
H (4.9545, 2.3347, -0.0232)
H (4.1236, 4.7065, -0.9731)
H (4.7395, 5.2870, 0.5772)
H (1.2983, 4.9919, 1.3399)
H (1.9700, 5.7362, -0.0449)
H (2.5950, 6.1371, 1.5008)
C (-2.9399, 1.3219, -3.7054)
O (-1.8381, 2.1697, -3.5960)
C (-1.8369, 3.0412, -4.7422)
C (-1.7583, 4.4583, -4.2656)
N (-2.2734, 5.4005, -5.2311)
C (-1.3979, 5.5708, -6.3973)
C (-2.2777, 5.4988, -7.6608)
O (-1.5790, 5.9465, -8.7936)
C (-2.5282, 6.3039, -9.7424)
H (-2.8605, 0.6554, -4.5899)
H (-3.8890, 1.8322, -3.8974)
H (-3.0006, 0.8267, -2.7685)
H (-2.7904, 2.9478, -5.2589)
H (-1.0248, 2.7978, -5.4321)
H (-0.7219, 4.6733, -4.0124)
H (-2.3373, 4.4911, -3.3617)
H (-2.4429, 6.2949, -4.8037)
H (-0.7165, 4.7781, -6.5319)
H (-0.8121, 6.5004, -6.3846)
H (-3.0906, 6.1359, -7.4622)
H (-2.6149, 4.4737, -7.7870)
H (-2.0557, 6.5074, -10.7024)
H (-3.0971, 7.1820, -9.4301)
H (-3.3063, 5.5422, -9.9428)
C (2.7515, 2.0253, 4.2947)
O (2.5599, 0.7229, 4.8719)
C (1.3292, 0.1394, 4.7069)
C (1.1641, -1.1127, 5.4839)
N (2.0934, -2.1579, 5.0499)
C (2.4256, -3.0505, 6.1115)
C (3.5644, -2.6238, 6.9739)
O (4.7647, -2.5477, 6.1604)
C (5.7555, -1.8838, 6.8161)
H (1.8428, 2.3439, 3.7218)
H (3.5881, 1.9900, 3.5878)
H (2.9749, 2.7429, 5.1097)
H (1.2471, -0.1340, 3.6152)
H (0.5127, 0.7991, 4.9301)
H (0.1151, -1.4463, 5.4409)
H (1.2662, -0.7963, 6.5447)
H (2.9541, -1.7870, 4.7290)
H (2.6413, -4.0216, 5.7198)
H (1.5647, -3.1718, 6.7286)
H (3.7241, -3.3649, 7.7453)
H (3.3983, -1.6446, 7.3413)
H (5.3824, -0.9157, 7.0620)
H (6.6476, -1.7464, 6.1963)
H (6.0302, -2.3569, 7.7680)

Its gap between HOMO and LUMO is 8.8 eV. As for the net charge: 0. As for the total energy: -4544.2852 Ha. The calculation puts the LUMO energy at 0.015 hartree. Its structure (SMILES) is COC[C@H](C)N.COC[C@H](C)N.COC[C@H](C)N.COC[C@H](C)N.COC[C@H](C)N.COCCNCCOC.COCCNCCOC.COCCNCCOC.COCCNCCOC.COCCNCCOC.COCCNCCOC.COCCNCCOC.